(1)
{"formula": "C10H9HgN2O5Se", "method": "ωB97M-V/def2-TZVPD", "symbols": ["O", "C", "Hg", "O", "C", "C", "O", "C", "O", "C", "O", "H", "C", "N", "C", "C", "N", "C", "C", "Se", "H", "H", "H", "H", "H", "H", "H", "H"], "positions_angstrom": [[-0.1813, 3.3392, -4.7688], [-0.2726, 2.2652, -4.3874], [-0.0889, -1.6135, -1.1924], [0.1279, 2.6031, -0.8283], [-0.2155, 1.8534, -1.6312], [-0.3869, -2.3106, -4.2240], [-0.8436, -2.6230, -5.1907], [1.9823, 0.7911, -2.7250], [2.9228, 1.3961, -2.7313], [-2.1856, 0.4517, -2.9554], [-3.1448, 1.0393, -3.2189], [0.5531, -1.1883, -2.4928], [-2.2540, 0.2921, 1.9299], [-0.8360, 0.1541, 2.1659], [-0.0785, 1.0017, 2.9780], [1.1718, 0.4586, 3.0133], [1.1467, -0.7265, 2.2818], [2.2484, -1.6760, 2.1765], [-0.1117, -0.9547, 1.7923], [-0.8018, -2.5625, 1.0946], [-2.6108, -0.4256, 1.2038], [-2.4530, 1.3024, 1.5570], [-2.8660, 0.1681, 2.8374], [-0.4805, 1.9316, 3.3757], [2.0788, 0.7867, 3.4944], [3.1470, -1.1286, 1.8635], [2.4474, -2.1746, 3.1404], [1.9852, -2.4506, 1.4415]], "forces_ev_per_angstrom": [[-0.188, -2.237, 0.835], [0.227, 2.371, -1.220], [-0.630, -1.035, 2.200], [-0.827, -1.842, -1.979], [0.786, 2.200, 2.690], [0.175, -0.150, 0.098], [-0.470, -0.257, -0.989], [-0.008, -0.263, -0.283], [0.599, 0.390, 0.011], [-3.416, 1.331, -0.958], [3.010, -1.682, 0.825], [0.762, 0.811, -1.108], [-1.029, 0.883, 0.177], [0.492, -1.205, 0.377], [0.376, -0.623, -0.967], [-0.439, -0.309, -0.246], [-1.132, -0.140, 0.018], [0.500, -0.228, 0.047], [0.539, 1.914, 1.608], [0.086, 0.392, -0.619], [0.214, -0.133, -0.132], [0.070, -0.180, -0.021], [0.519, -0.093, -0.125], [0.182, -0.424, -0.147], [-0.093, 0.042, -0.037], [-0.242, -0.265, 0.032], [-0.204, 0.315, -0.347], [0.143, 0.416, 0.259]], "total_charge": 1, "e_lumo_ev": -3.158, "gap_ev": 9.43}

(2)
{"formula": "C10H9N2O5PbSe", "method": "ωB97M-V/def2-TZVPD", "symbols": ["O", "C", "Pb", "O", "C", "C", "O", "C", "O", "C", "O", "H", "C", "N", "C", "C", "N", "C", "C", "Se", "H", "H", "H", "H", "H", "H", "H", "H"], "positions_angstrom": [[0.1833, -5.5049, 3.6089], [0.1614, -5.7874, 2.4804], [-0.0139, -1.7409, -0.4576], [0.1053, -1.2455, 3.2495], [0.1317, -1.3623, 2.1356], [0.6152, -3.0354, -4.6643], [0.8802, -3.9415, -5.2642], [-2.7994, -2.2446, -0.1106], [-3.8201, -2.7635, 0.0877], [2.6996, -2.3447, -0.2576], [3.6348, -3.0256, -0.4499], [-0.3898, -3.1803, 0.2359], [2.3388, 1.8283, 0.2815], [0.9359, 2.1924, 0.3148], [0.3261, 3.0111, 1.2612], [-0.9660, 3.1396, 0.8864], [-1.1641, 2.3667, -0.2601], [-2.3916, 2.2608, -1.0389], [-0.0064, 1.7039, -0.5617], [0.2863, 0.5018, -1.9487], [2.9141, 2.6164, 0.7882], [2.6905, 1.7732, -0.7716], [2.5813, 0.8722, 0.7409], [0.9057, 3.4549, 2.0805], [-1.7661, 3.6802, 1.3230], [-3.1312, 1.6281, -0.5074], [-2.7957, 3.2894, -1.1711], [-2.1458, 1.8576, -2.0108]], "forces_ev_per_angstrom": [[-0.082, -1.155, -4.423], [0.076, 1.232, 4.391], [0.274, 1.067, -0.775], [0.075, -0.210, -1.198], [-0.068, 0.506, 1.275], [0.022, -0.047, 0.237], [-0.033, 0.096, -0.068], [-5.115, -2.393, 0.965], [4.958, 2.574, -0.993], [5.138, -4.189, -1.222], [-5.257, 4.062, 1.187], [0.077, -1.589, 0.253], [1.390, 0.453, -0.682], [-1.053, -0.560, 0.566], [1.925, -0.677, -0.881], [-0.805, -1.212, -1.877], [0.885, -0.155, 1.155], [-1.095, 0.700, 0.356], [0.091, 1.982, 1.066], [-0.058, -0.273, 0.522], [-0.184, -0.313, -0.173], [-0.279, 0.228, 0.689], [-0.360, -0.043, 0.287], [-0.404, -0.157, -0.471], [-0.525, 0.514, 0.244], [0.395, 0.414, -0.354], [0.152, -0.783, 0.070], [-0.142, -0.072, -0.146]], "total_charge": 3, "e_lumo_ev": -14.257, "gap_ev": 6.11, "de_lowest_ev": 0.000}

(3)
{"formula": "C10H9N2P", "method": "ωB97M-V/def2-TZVPD", "symbols": ["C", "C", "C", "C", "C", "C", "C", "C", "C", "C", "N", "N", "P", "H", "H", "H", "H", "H", "H", "H", "H", "H"], "positions_angstrom": [[-1.0238, 1.7982, 0.8645], [-3.4778, -1.0058, -0.0318], [3.2444, -0.0136, 0.2237], [2.2341, -0.1571, 1.1996], [2.9159, 0.0284, -1.1372], [0.9388, -0.5639, 0.7658], [1.6199, -0.1076, -1.5185], [0.6319, -0.4360, -0.5592], [-2.0849, 1.6967, -0.0635], [-2.1155, -1.5302, 0.1131], [-0.0785, 1.8537, 1.5148], [-4.4401, -0.4617, -0.2615], [-1.1954, -0.4906, -1.1019], [4.1921, 0.3178, 0.4695], [2.3452, 0.1359, 2.3204], [3.6472, 0.0645, -1.9759], [0.1955, -0.8766, 1.5564], [1.3567, 0.0502, -2.5988], [-3.1285, 1.3869, 0.3022], [-1.9708, 2.3730, -0.9127], [-1.8904, -1.4862, 1.1478], [-1.9161, -2.5761, -0.3166]], "forces_ev_per_angstrom": [[-0.635, 0.343, -0.300], [2.263, -1.957, -0.029], [-2.446, 0.565, 0.435], [0.114, -0.116, 0.591], [0.777, -0.791, -0.705], [0.789, 0.354, 2.118], [-1.623, 0.003, -1.072], [-2.279, -0.251, -1.086], [-0.106, -2.607, -0.666], [-0.119, -1.004, -1.271], [0.430, 0.225, 0.759], [-2.391, 0.999, -0.263], [1.106, 2.467, 0.266], [1.878, 0.263, 0.823], [0.225, -0.972, -2.212], [-0.226, 0.392, 1.130], [0.837, 0.615, -1.162], [0.081, -0.351, 1.216], [1.896, 0.807, -0.702], [-0.395, -0.189, 0.271], [0.705, -0.037, 0.961], [-0.879, 1.240, 0.901]], "total_charge": 0, "e_lumo_ev": [-0.795, -0.795], "gap_ev": [7.94, 7.94], "de_lowest_ev": 0.432}

Number 1: total energy -3426.71847 hartree. Number 2: total energy -3465.18158 hartree. Number 3: total energy -837.20030 hartree.